DFT (ωB97M-V/def2-TZVPD) results for 11 unconnected molecules or ions with the total composition C29H89O38P9 at a distorted geometry.

## Properties
SMILES string: COP(=O)(OC)OC.COP(=O)(OC)OC.COP(=O)(OC)OC.COP(=O)(OC)OC.COP(=O)(OC)OC.COP(=O)(OC)OC.COP(=O)(OC)OC.COP(=O)(OC)OC.COP(=O)(OC)OC.CO.CO
LUMO: 0.0035 Eh
Kohn-Sham gap: 0.387 hartree

```
! wB97M-V def2-TZVPD RIJCOSX def2/J DEFGRID3
* xyz 0 1
C 5.6205 0.1415 7.4404
O 4.4209 -0.1870 6.7352
P 3.9729 -1.7193 6.5690
O 3.4251 -2.2884 7.7925
O 2.9300 -1.7264 5.3444
C 1.7250 -0.9974 5.5247
O 5.2608 -2.4312 5.9635
C 5.6404 -3.7509 6.2914
H 6.4079 -0.6102 7.3501
H 5.3962 0.3142 8.4881
H 6.0661 1.0043 6.9484
H 1.3229 -1.1460 6.5275
H 1.0143 -1.2554 4.7421
H 1.8453 0.0872 5.4185
H 5.0166 -4.2294 7.0506
H 6.6736 -3.8125 6.6265
H 5.5142 -4.4200 5.4359
C 7.1721 0.1385 2.8804
O 6.3606 -0.9506 2.4912
P 6.9898 -1.9247 1.3937
O 8.3630 -2.3739 1.6707
O 5.8353 -3.0346 1.2581
C 5.2783 -3.5874 2.4427
O 6.8594 -1.0736 0.0420
C 5.9112 -1.3582 -0.9887
H 7.8804 0.5004 2.1300
H 7.7988 -0.0263 3.7606
H 6.5601 1.0107 3.1170
H 5.4579 -4.6612 2.3523
H 4.2024 -3.4561 2.5717
H 5.7513 -3.2293 3.3575
H 6.3577 -2.0488 -1.6983
H 5.5149 -0.4759 -1.4897
H 4.9906 -1.8018 -0.6024
C -3.7521 -3.4719 -1.1123
O -4.8950 -3.7715 -1.9440
P -4.8877 -5.0529 -2.9003
O -3.6378 -5.1704 -3.6382
O -5.3191 -6.3032 -1.9658
C -6.6882 -6.4162 -1.5429
O -6.2025 -4.8705 -3.7831
C -6.4211 -3.6947 -4.5472
H -2.9080 -4.0291 -1.5127
H -3.9505 -3.7712 -0.0854
H -3.5658 -2.4002 -1.1279
H -7.0631 -7.3564 -1.9367
H -7.3134 -5.6019 -1.9056
H -6.7671 -6.3321 -0.4593
H -7.2938 -3.1131 -4.2586
H -6.5544 -4.0250 -5.5795
H -5.5659 -3.0197 -4.6238
C -1.7622 -6.9351 -1.8252
O -0.9452 -7.2075 -0.6897
P -0.3789 -6.0751 0.2743
O -1.3840 -5.0520 0.6178
O 0.2044 -6.9211 1.4913
C 1.1332 -6.3428 2.3955
O 0.8900 -5.5173 -0.4999
C 0.7999 -4.3418 -1.3069
H -1.7366 -7.7577 -2.5291
H -1.4472 -5.9842 -2.2585
H -2.7834 -6.7309 -1.5014
H 2.1015 -6.8241 2.2546
H 0.8344 -6.6299 3.4069
H 1.1783 -5.2546 2.3944
H -0.2215 -4.0155 -1.4978
H 1.2276 -4.5561 -2.2859
H 1.3835 -3.5568 -0.8319
C -4.4594 -0.9968 1.9131
O -4.3041 -0.3420 0.6708
P -5.3863 0.7372 0.2045
O -6.0042 1.4508 1.3400
O -4.5913 1.6059 -0.8375
C -5.3093 2.5113 -1.6865
O -6.3927 -0.1726 -0.6761
C -7.1959 -1.2183 -0.1535
H -3.5239 -1.1646 2.4412
H -4.8954 -1.9904 1.7401
H -5.2075 -0.5622 2.5783
H -6.3790 2.3143 -1.7136
H -4.7716 2.5560 -2.6291
H -5.2080 3.5236 -1.2814
H -8.2322 -1.0852 -0.4431
H -7.1432 -1.3098 0.9368
H -6.7421 -2.1674 -0.4505
C 4.0018 2.4292 3.7400
O 4.0826 3.6922 4.3988
P 5.0566 4.8543 3.8587
O 6.2243 4.4646 3.0611
O 5.4443 5.5717 5.2464
C 5.6114 6.9445 5.5382
O 4.1073 5.9112 3.1699
C 3.2153 5.4954 2.1344
H 4.3185 2.5573 2.7000
H 2.9386 2.2333 3.5878
H 4.5279 1.5945 4.1935
H 5.0208 7.3007 6.3811
H 5.3929 7.6290 4.7146
H 6.6808 7.0294 5.7429
H 2.2474 5.1781 2.5167
H 3.6590 4.6642 1.5756
H 3.1541 6.3062 1.4117
C -1.6703 0.8828 -3.8945
O -2.3440 0.6722 -5.1470
P -3.8048 1.2495 -5.4090
O -4.1875 1.0143 -6.8043
O -3.7221 2.7744 -4.9287
C -4.7791 3.6533 -5.2949
O -4.6848 0.5534 -4.2891
C -5.8322 -0.3183 -4.5280
H -2.0294 1.7026 -3.2692
H -0.6373 1.0506 -4.1958
H -1.8174 -0.0243 -3.3024
H -5.2633 3.4352 -6.2459
H -4.3816 4.6636 -5.4074
H -5.5078 3.7149 -4.4850
H -5.8675 -0.7051 -5.5423
H -6.6661 0.3009 -4.2052
H -5.6503 -1.1200 -3.8124
C -1.0814 -1.2318 -0.6234
O -0.1112 -0.7120 0.2727
P 1.1963 -0.0663 -0.4107
O 1.9244 -0.9692 -1.2891
O 0.5720 1.2645 -1.0523
C -0.1007 2.2576 -0.3149
O 1.9503 0.4550 0.8789
C 2.5194 -0.5761 1.7176
H -1.5898 -2.0981 -0.1771
H -0.8233 -1.5887 -1.6177
H -1.9809 -0.6054 -0.6254
H -0.4825 1.9701 0.6687
H -0.9726 2.5643 -0.8914
H 0.5000 3.1399 -0.0813
H 2.3598 -1.6205 1.4499
H 1.9901 -0.4027 2.6551
H 3.5898 -0.3996 1.8044
C -0.8260 5.4225 -2.8023
O -0.0327 5.9646 -3.8344
P -0.3562 5.7929 -5.3931
O 0.7644 6.1665 -6.2577
O -0.8845 4.2819 -5.4209
C -0.9908 3.5115 -6.6211
O -1.6769 6.6414 -5.5655
C -1.7502 7.8482 -6.3647
H -0.3795 4.5567 -2.3019
H -1.8223 5.0258 -3.0200
H -0.9085 6.2407 -2.0855
H -0.4726 3.9172 -7.4851
H -2.0305 3.2909 -6.8695
H -0.6206 2.5330 -6.3140
H -2.7854 7.9918 -6.6617
H -1.2716 7.6027 -7.3148
H -1.2532 8.6397 -5.8179
C 3.6529 2.5997 -1.4476
O 4.1093 2.5473 -0.1136
H 4.1396 1.8251 -2.0536
H 2.5826 2.4068 -1.4767
H 3.7770 3.5063 -2.0517
H 4.9896 2.9379 -0.0750
C -2.0029 1.5974 2.9996
O -2.8021 1.7632 4.1817
H -2.6647 1.6468 2.1379
H -1.2720 2.4095 2.9265
H -1.4591 0.6513 3.0622
H -2.1496 1.7362 4.8903
*
```